Density functional theory data (wB97M-V/def2-TZVPD) for an isolated ion of composition C10H11N2OS and charge +1 in a non-equilibrium geometry.

The value obtained for the total energy is -26402.3524 eV. Its charge is +1. For the orbital gap, the calculation gives 0.3376 Ha. For the HOMO energy, the calculation gives -0.477 Eh. The value obtained for the relative energy (zero: lowest compared OMol25 entry of this formula, charge and spin) is 203.55 kJ/mol.

Cartesian coordinates (Å):
C1 -3.74224 -0.08655 -0.79253
C2 -2.62947 -0.09715 -1.59007
C3 -3.58962 0.07777 0.59816
C4 -1.31449 -0.07476 -1.14338
C5 -2.31177 0.31184 1.04803
C6 -1.17435 0.17876 0.21987
C7 -0.48114 0.41931 2.29416
C8 4.13707 -1.09733 -1.07894
C9 3.90337 0.14880 -0.85797
C10 2.49662 0.64418 -0.64995
N1 -0.05759 0.26837 1.04960
N2 -1.82182 0.47635 2.32586
O1 2.07369 -1.40833 1.00293
S1 1.89164 0.02098 1.06206
H1 -4.71880 -0.33221 -1.25933
H2 -2.73792 0.12312 -2.70744
H3 -4.55746 0.08230 1.21687
H4 -0.46167 -0.23679 -1.70846
H5 0.05817 0.62788 3.13577
H6 5.07992 -1.44357 -1.26925
H7 3.30911 -1.80983 -1.16765
H8 4.79817 0.80469 -0.68621
H9 1.78712 0.21282 -1.44589
H10 2.47397 1.73783 -0.79947
H11 -2.41048 0.45152 3.20322

Atomic forces in eV per Å
C -0.8 -0.4 1.4
C 1.4 1.1 -3.4
C -2.7 0.1 -0.6
C -1.5 0.6 2.3
C 0.5 -0.6 -0.1
C -0.6 -0.4 -0.3
C -2.6 0.3 -1.8
C -2.2 -2.0 -0.7
C 0.4 2.4 1.4
C -1.2 0.0 -1.3
N 1.3 0.2 0.3
N -0.5 -0.3 1.9
O -0.1 -0.1 0.1
S 0.0 0.5 -1.0
H 0.7 0.6 0.6
H -0.1 -1.3 1.5
H 2.0 0.0 -0.6
H 1.2 0.0 -1.5
H 1.7 0.2 1.9
H 2.3 -0.9 -0.2
H 0.4 0.2 0.0
H -1.3 -0.2 -0.3
H 1.0 0.4 1.4
H -0.4 -0.4 0.8
H 1.1 0.2 -1.5